Record 1
{"formula": "C5H8Ag3BBr4F4O3", "method": "the ωB97M-V functional and the def2-TZVPD basis", "elements": ["Ag", "Ag", "Ag", "C", "O", "O", "O", "B", "F", "F", "F", "F", "Br", "C", "C", "Br", "H", "H", "H", "H", "Br", "C", "C", "Br", "H", "H", "H", "H"], "positions_angstrom": [[0.929845, -0.735070, 3.387702], [3.000077, -1.653383, 0.438108], [1.341209, 1.895383, 1.084464], [3.300249, 0.959016, 2.782084], [4.298533, 1.080556, 3.488277], [3.441717, 0.425170, 1.579542], [2.053974, 1.201761, 3.174205], [0.248585, -0.803525, 0.061885], [0.681827, -2.098225, 0.478065], [-0.787552, -0.829936, -0.814319], [-0.132572, -0.129190, 1.258288], [1.390179, -0.095465, -0.374961], [0.612487, 1.224423, -5.585807], [1.402875, 2.123827, -4.052980], [0.490830, 1.988135, -2.865654], [1.128418, 3.167407, -1.422450], [1.456244, 3.158379, -4.378790], [2.402817, 1.762688, -3.835014], [0.467760, 0.990923, -2.438428], [-0.520816, 2.312809, -3.084489], [-3.777372, -4.249719, 1.229176], [-2.885955, -2.507562, 1.323587], [-3.942989, -1.446438, 1.436571], [-3.069304, 0.280610, 1.748618], [-2.218778, -2.384814, 0.476665], [-2.249607, -2.657235, 2.192892], [-4.640274, -1.608414, 2.247040], [-4.422406, -1.372110, 0.465715]], "atomic_forces_ev_per_a": [[0.40, 0.80, -0.21], [0.80, 1.03, 0.85], [0.50, 0.24, 0.17], [2.29, -2.05, 0.14], [-0.94, 0.75, 0.37], [-1.05, -0.40, -1.15], [-0.99, 0.24, 0.14], [-0.27, 0.21, 0.93], [-0.17, -0.20, -0.29], [0.22, -0.13, -0.32], [-0.25, -0.19, 0.16], [-0.26, -0.32, -1.22], [0.17, -0.23, 0.19], [-0.10, 0.56, -0.01], [-0.25, -0.20, 0.25], [0.01, 0.00, 0.08], [0.13, 0.04, 0.13], [-0.03, -0.23, -0.24], [0.05, -0.02, -0.06], [0.01, 0.06, 0.02], [-0.01, 0.03, -0.31], [0.41, -0.67, 0.59], [0.61, 0.20, -0.40], [-0.38, -0.12, 0.09], [-0.31, -0.02, -0.25], [-0.17, 0.49, 0.18], [-0.07, -0.03, -0.01], [-0.35, 0.16, 0.18]], "orbital_gap_ev": 5.997}

***

Record 2
{"formula": "C5H8BFO2", "method": "the ωB97M-V functional and the def2-TZVPD basis", "elements": ["B", "C", "C", "C", "C", "C", "O", "O", "F", "H", "H", "H", "H", "H", "H", "H", "H"], "positions_angstrom": [[-2.442652, 0.342953, -0.690755], [1.322949, 1.463990, 0.394665], [0.106952, 0.969059, 0.686483], [-0.475269, -0.198861, 0.062224], [0.044492, -1.331409, -0.351676], [1.406796, -1.807633, 0.076495], [-2.949261, -0.421017, -1.686033], [-3.079509, 1.237328, 0.083663], [-0.654175, -2.157101, -1.278179], [1.622849, 2.491997, 0.823030], [1.971802, 1.006031, -0.175016], [-0.755913, 1.407119, 1.203255], [1.326403, -2.744680, 0.579584], [1.906681, -1.950529, -0.795531], [1.971875, -1.063947, 0.527530], [-3.645974, -0.229473, -2.376331], [-3.990354, 1.205759, 0.111155]], "atomic_forces_ev_per_a": [[2.44, -1.93, 0.89], [-3.74, 4.35, 4.45], [-0.39, -0.25, -0.38], [-3.92, 0.73, -2.83], [-0.20, -0.30, -0.26], [-2.79, -0.69, -0.42], [-0.44, 0.18, -1.26], [3.30, 0.45, 0.26], [1.29, 0.95, 1.74], [-0.44, -1.82, -0.72], [3.17, -2.35, -2.97], [1.22, 0.92, 0.49], [0.21, -0.55, 0.68], [1.72, -0.97, -2.79], [0.51, 1.22, 1.60], [1.16, 0.08, 1.69], [-3.10, -0.01, -0.17]], "orbital_gap_ev": 8.396}

***

Record 3
{"formula": "C5H8BFO2", "method": "the ωB97M-V functional and the def2-TZVPD basis", "elements": ["B", "C", "C", "C", "C", "C", "O", "O", "F", "H", "H", "H", "H", "H", "H", "H", "H"], "positions_angstrom": [[1.861673, 0.128005, -0.821390], [-0.591133, -0.151742, 2.303724], [0.420633, -0.457839, 1.499556], [0.782700, 0.027464, 0.204419], [-1.075310, 0.586657, -0.456992], [-2.262199, -0.362420, -0.532876], [1.554431, 1.120743, -1.779203], [2.906399, -0.648459, -0.892541], [-1.213492, 1.801980, -1.038098], [-0.817464, -0.856802, 3.034638], [-1.241058, 0.596915, 1.917861], [1.260894, -0.999413, 1.980140], [-2.975761, -0.001566, -1.297751], [-1.749583, -1.294273, -0.800064], [-2.722437, -0.506909, 0.365864], [2.193132, 1.370854, -2.374883], [3.668575, -0.353195, -1.312404]], "atomic_forces_ev_per_a": [[-2.18, 2.87, -1.83], [-0.56, 0.33, -1.44], [4.02, -0.08, -1.37], [-6.74, 0.64, 0.92], [3.40, 0.01, 1.37], [2.46, 0.87, -2.81], [-1.80, -1.16, 2.64], [0.65, -2.56, 1.63], [0.09, -1.20, 0.22], [-0.49, -0.43, 1.73], [-0.87, 0.49, 0.30], [-0.53, -0.40, -0.35], [0.41, -0.39, 0.28], [-0.70, -0.17, -0.23], [-1.35, -0.19, 2.43], [2.32, 0.66, -2.14], [1.89, 0.71, -1.35]], "orbital_gap_ev": [6.302, 8.337]}

***

Asked for energy across the records above, the calculation gives -11582.49333 -470.46961 -470.38874 Ha in order.
Asked for energy above the lowest of the compared OMol25 structures with the same formula, charge and spin across the records above, the calculation gives 40.6 223.3 435.6 kJ/mol in order.